{
  "formula": "C9H10N2O",
  "method": "ωB97M-V with the def2-TZVPD basis set",
  "total_energy_ha": -533.5428,
  "homo_energy_ev": -7.74,
  "lumo_energy_ha": -0.0279,
  "orbital_gap_ev": 6.98,
  "e_above_lowest_kj_mol": 529.27,
  "species": ["C", "C", "C", "N", "C", "C", "C", "C", "C", "C", "N", "O", "H", "H", "H", "H", "H", "H", "H", "H", "H", "H"],
  "positions_angstrom": [[-1.467538, -0.383668, -2.229044], [-0.157746, -0.697006, -1.461668], [0.737582, -1.734424, -1.900877], [0.391044, 0.502804, -1.046222], [0.374705, 0.856455, 0.196059], [0.962174, 2.042570, 0.739614], [0.969589, 2.228338, 2.104341], [0.415158, 1.233678, 2.989026], [-0.102692, 0.058441, 2.495189], [-0.229763, -0.170624, 1.078165], [-0.775049, -1.176127, 0.382924], [-1.416020, -2.208408, 0.527200], [-1.534938, -1.237027, -3.038216], [-1.425812, 0.624049, -2.575543], [-2.388436, -0.597802, -1.744515], [1.804903, -1.749109, -1.456417], [1.025662, -1.652047, -2.989801], [0.350740, -2.797402, -1.817945], [1.425898, 2.689416, 0.029238], [1.296190, 3.223479, 2.456066], [0.517410, 1.441566, 4.028892], [-0.773063, -0.497150, 3.233534]],
  "forces_ev_per_a": [[1.071, -3.802, -1.616], [-2.502, 2.965, 3.162], [3.210, -3.031, -1.202], [1.112, 0.882, -0.744], [-0.267, -2.663, -0.922], [-0.155, -0.211, 1.567], [-0.179, 0.519, -1.873], [0.401, -0.680, -1.270], [-2.259, 0.544, 1.861], [-0.235, -0.324, 0.736], [1.504, 1.080, -2.851], [0.162, 0.395, 1.333], [0.242, 2.122, 0.741], [-0.035, 0.389, -0.596], [-0.545, 0.150, 1.248], [-1.946, 0.342, 0.002], [-0.815, 0.293, 0.807], [0.008, 1.346, 0.144], [0.091, 0.625, -0.163], [0.088, -0.892, 0.144], [-0.389, -0.170, 0.666], [1.439, 0.120, -1.174]],
  "nbo_charge": [-0.6502, 0.3462, -0.6966, -0.4799, 0.2479, -0.2467, -0.1532, -0.2541, -0.1652, -0.0689, 0.1733, -0.3979, 0.2131, 0.2433, 0.2425, 0.2439, 0.2488, 0.2540, 0.2291, 0.2211, 0.2181, 0.2315]
}

---

{
  "formula": "C9H10N2O2S2",
  "method": "ωB97M-V with the def2-TZVPD basis set",
  "total_energy_ha": -1405.1786,
  "homo_energy_ev": [-7.89, -6.62],
  "lumo_energy_ha": [-0.0185, 0.0086],
  "orbital_gap_ev": [7.38, 6.85],
  "e_above_lowest_kj_mol": 317.69,
  "species": ["C", "C", "C", "C", "C", "C", "C", "C", "C", "N", "N", "O", "O", "S", "S", "H", "H", "H", "H", "H", "H", "H", "H", "H", "H"],
  "positions_angstrom": [[-1.001684, 1.756268, 3.200351], [-0.994770, 0.405560, 3.456812], [-1.680549, 1.052483, 1.235626], [-2.999123, 0.675751, -2.082224], [0.095801, 0.207706, -1.296363], [-2.566712, 2.083673, -2.435349], [-2.077110, 1.320145, -0.138718], [2.949410, -1.157542, -0.227791], [1.652963, -1.635780, -0.914250], [-1.354816, 2.127227, 1.949336], [-2.689394, 0.284686, -0.886903], [0.324019, 0.711335, -2.403931], [0.533985, -0.727074, -0.558107], [-1.625698, -0.439591, 2.065573], [-2.004352, 2.921745, -0.857517], [-0.713580, 2.486256, 3.969851], [-0.983401, -0.089707, 4.416885], [-3.384667, 0.051622, -2.844219], [-1.545298, 1.966931, -2.994623], [-3.180155, 2.725135, -3.001544], [3.657170, -1.949734, -0.251857], [3.418349, -0.228206, -0.519180], [2.816296, -1.043802, 0.807922], [1.355140, -2.575550, -0.637872], [1.739282, -1.387901, -2.021000]],
  "forces_ev_per_a": [[0.559, -0.522, 0.845], [-1.141, 0.148, -0.363], [-0.450, 2.052, -1.022], [0.905, 1.806, 1.527], [-0.364, 2.637, -2.667], [3.360, -0.465, 0.125], [-0.051, -2.039, 0.028], [-0.860, -0.470, -0.199], [1.750, 4.879, -2.554], [0.179, -0.532, 0.075], [0.160, 1.128, -0.245], [0.080, -2.105, 2.890], [0.269, -0.848, 0.932], [0.443, 0.181, 0.382], [-0.838, -1.500, -0.407], [-0.209, -0.208, -0.599], [0.378, 0.035, -0.095], [-0.498, -0.793, -0.378], [-1.879, 0.138, 0.579], [-1.041, 0.495, -0.614], [0.848, -0.720, -0.543], [-0.270, 0.114, -0.822], [-0.706, 0.170, 1.605], [-0.693, -2.252, 0.418], [0.068, -1.329, 1.104]],
  "nbo_charge": [-0.0333, -0.4648, -0.0660, 0.0946, 0.7966, -0.5995, -0.0251, -0.6421, -0.0742, -0.4381, -0.4221, -0.6176, -0.5187, 0.4542, 0.3301, 0.2111, 0.2384, 0.1993, 0.2718, 0.2349, 0.2195, 0.2268, 0.2201, 0.2006, 0.2036]
}

---

{
  "formula": "C9H10N2O2S2",
  "method": "ωB97M-V with the def2-TZVPD basis set",
  "total_energy_ha": -1405.2996,
  "homo_energy_ev": -8.25,
  "lumo_energy_ha": -0.0136,
  "orbital_gap_ev": 7.88,
  "e_above_lowest_kj_mol": 0.00,
  "species": ["C", "N", "C", "C", "S", "S", "C", "C", "C", "C", "C", "O", "O", "N", "C", "H", "H", "H", "H", "H", "H", "H", "H", "H", "H"],
  "positions_angstrom": [[0.516279, 2.393542, -3.170998], [0.620605, 1.009127, -2.632406], [0.060689, -0.118355, -3.421298], [1.324300, 0.828807, -1.447034], [1.702011, 2.076089, -0.403226], [1.713056, -0.790780, -0.897089], [0.833958, -0.857726, 0.569417], [-0.544651, -1.053171, 0.515123], [-1.176674, -1.083549, 1.798067], [-0.470143, -0.978108, 3.010018], [-1.244822, -0.998918, 4.287955], [-0.645817, -0.943126, 5.362079], [-2.615040, -1.025214, 4.197295], [0.862681, -0.774107, 2.984431], [1.502749, -0.699814, 1.806298], [0.131222, 2.327540, -4.178865], [-0.159369, 3.003309, -2.572411], [1.515081, 2.885170, -3.255282], [-0.292889, -0.925359, -2.782493], [-0.793200, 0.179018, -4.008360], [0.837965, -0.485623, -4.096540], [-1.082449, -1.193136, -0.416986], [-2.248802, -1.236960, 1.789464], [-2.937284, -0.970635, 5.105969], [2.590541, -0.568021, 1.856872]],
  "forces_ev_per_a": [[0.604, -0.561, -0.052], [0.859, -0.103, 1.086], [0.835, 0.277, 0.303], [-1.509, 1.899, -0.496], [-0.071, -0.253, -0.811], [1.073, -1.155, -1.833], [-0.674, 0.292, 1.085], [0.491, 0.078, 2.802], [-0.175, -0.318, -1.260], [-0.268, 0.341, -2.804], [1.563, 0.399, 2.713], [-1.705, -0.211, -1.873], [1.376, -0.036, -0.465], [-0.066, -0.116, 0.079], [-1.121, -0.515, 0.705], [-0.223, -0.139, -0.221], [0.167, -0.015, 0.120], [-0.711, -0.448, 0.443], [0.330, 0.080, 0.114], [-0.160, 0.563, -0.135], [-0.198, -0.223, -0.015], [0.055, 0.085, 0.223], [0.013, 0.042, 0.312], [0.046, -0.039, 0.153], [-0.532, 0.076, -0.175]],
  "nbo_charge": [-0.4110, -0.4148, -0.4119, -0.0845, -0.1276, 0.3004, -0.2378, -0.1654, -0.1879, 0.0532, 0.7454, -0.5505, -0.6833, -0.3527, 0.0599, 0.2012, 0.2225, 0.2248, 0.2192, 0.2119, 0.2048, 0.2284, 0.2294, 0.5049, 0.2214]
}